(1)
{
  "formula": "C28H29ClN8O6PS2W",
  "method": "ωB97M-V/def2-TZVPD",
  "spin_multiplicity": 2,
  "total_charge": 2,
  "homo_lumo_gap_ev": [5.46, 5.43],
  "e_above_lowest_ev": 3.3410,
  "lumo_ev": [-8.089, -8.124],
  "s_squared": 0.7618,
  "species": ["W", "Cl", "S", "S", "P", "O", "O", "O", "O", "O", "O", "N", "N", "N", "N", "N", "N", "N", "N", "C", "C", "C", "C", "C", "C", "C", "C", "C", "C", "C", "C", "C", "C", "C", "C", "C", "C", "C", "C", "C", "C", "C", "C", "C", "C", "C", "C", "H", "H", "H", "H", "H", "H", "H", "H", "H", "H", "H", "H", "H", "H", "H", "H", "H", "H", "H", "H", "H", "H", "H", "H", "H", "H", "H", "H", "H"],
  "positions_angstrom": [[0.1412, -0.5472, -0.0413], [3.9875, -3.1764, -5.7086], [-1.8434, 1.5480, 0.6750], [-2.1685, -0.3815, -1.9704], [-2.5268, 1.4563, -1.2417], [2.6126, -0.8851, -0.0378], [-4.0441, 1.8640, -1.2946], [0.7447, -0.2935, -1.7891], [0.3413, -2.4137, -0.4935], [-1.8408, 2.5154, -2.1740], [-1.6585, -2.9511, -1.3932], [0.8665, -1.1262, 1.8759], [-3.5913, -2.6784, 0.4533], [5.1788, 3.6920, 8.0459], [-0.9993, -2.7410, -0.3620], [1.0747, 1.2875, 0.3892], [-3.0085, -1.3148, 2.2282], [-2.0195, -0.6469, 2.9482], [-1.4522, -1.7798, 0.5889], [-2.3590, 3.8507, -2.4867], [3.0373, -2.3431, -4.5525], [0.8703, -2.3962, 2.3362], [4.5947, 1.9052, 5.1173], [4.6118, 3.2712, 7.1404], [0.9601, -1.2732, -3.9440], [-5.1188, 1.1171, -0.6717], [1.8437, 0.9873, 2.7244], [1.8499, 3.3881, 0.0475], [-1.3821, 4.8884, -1.9852], [2.5631, 1.6216, 3.8608], [-2.7025, -1.9289, 1.0753], [2.5607, 3.0012, 5.8289], [2.7703, -1.4064, -2.3495], [1.8904, 2.4567, 4.7475], [3.5522, -2.0672, -3.2995], [-6.3623, 1.3143, -1.5088], [1.4567, -2.4840, 3.5913], [3.9152, 1.3456, 4.0514], [2.1227, 3.0585, 1.3657], [3.9136, 2.7262, 6.0157], [1.4735, -0.9786, -2.6903], [1.5133, -0.3605, 2.8527], [1.8501, -1.1992, 3.9320], [1.6513, 1.7502, 1.5767], [3.2765, -1.2402, -1.0125], [1.2265, 2.2841, -0.5155], [1.7324, -1.9590, -4.8628], [4.3398, -1.4616, -0.8557], [2.6272, 3.6574, 2.1057], [-2.4602, 3.8765, -3.5695], [0.8840, 2.1678, -1.5335], [-5.2484, 1.5139, 0.3360], [-4.8352, 0.0623, -0.6266], [-1.7834, 5.8840, -2.1697], [-3.3407, 3.9782, -2.0392], [-4.5139, -2.8405, 0.8223], [1.3302, -2.2049, -5.8360], [2.3401, -0.8840, 4.8379], [0.4814, -3.2124, 1.7483], [-1.2196, 4.7735, -0.9131], [-2.3246, 0.2994, 3.1405], [5.6475, 1.7069, 5.2612], [4.5562, -2.3817, -3.0435], [0.8397, 2.6677, 4.5937], [-6.5958, 2.3743, -1.5929], [-6.2142, 0.9108, -2.5092], [-3.3407, -3.0465, -0.4559], [-0.4282, 4.7987, -2.5035], [1.5720, -3.3801, 4.1770], [4.4295, 0.7011, 3.3499], [-3.9497, -1.3571, 2.5905], [-1.8598, -1.1281, 3.8283], [2.0409, 3.6340, 6.5346], [-0.0481, -0.9676, -4.1917], [2.0853, 4.3109, -0.4548], [-7.2072, 0.8084, -1.0438]],
  "atomic_forces_ev_per_a": [[-0.3297, 2.1407, 0.3935], [0.0179, -0.0043, -0.0251], [0.8475, -1.2879, -0.5917], [0.4995, 0.7000, 0.8001], [0.0658, -0.3163, -0.3248], [-0.5937, -0.1874, -0.0471], [0.2028, 0.0504, -0.0501], [-0.4492, 0.3638, 0.5724], [0.4146, 0.1685, -0.1409], [-0.1810, -0.1856, 0.1599], [0.6028, -0.7158, 0.2505], [-0.1309, 0.4020, -0.7621], [-0.0521, -0.1069, -0.0508], [-0.0348, -0.0005, -0.0431], [-1.6927, -0.8231, -0.2081], [0.4024, -0.5134, 0.1125], [0.1430, -0.0422, -0.3668], [0.0019, -0.0769, 0.3091], [0.6166, 0.0316, -0.0758], [0.1209, 0.3588, 0.0470], [-0.2042, 0.0536, 0.0164], [-0.0565, -0.2396, 0.0083], [-0.0230, 0.0301, 0.0343], [0.1327, 0.1193, 0.2328], [-0.3497, 0.2972, 0.1880], [-0.2888, -0.0291, 0.0038], [0.1038, -0.0658, -0.0963], [0.0264, 0.0442, 0.1493], [-0.0177, -0.1660, -0.0292], [0.0428, 0.0116, 0.2064], [0.1483, 0.5350, 0.4048], [0.0396, 0.0282, 0.0600], [-0.3984, -0.0214, -0.3876], [-0.0152, -0.0632, -0.1295], [0.0454, 0.0536, 0.2241], [0.1795, 0.0316, 0.0056], [-0.1253, 0.0118, -0.0205], [-0.0873, 0.0227, -0.1184], [-0.1011, -0.0836, -0.1424], [-0.1066, -0.1445, -0.2342], [0.7712, -0.4294, -0.3197], [-0.0052, 0.2628, 0.0654], [-0.0988, 0.0759, -0.2080], [-0.1488, -0.0677, 0.2558], [0.0685, 0.1136, 0.1902], [-0.1321, -0.2003, -0.3036], [0.2643, -0.1156, -0.0452], [-0.0043, 0.0404, 0.0619], [0.0114, 0.0109, 0.0048], [-0.0032, -0.0522, 0.0226], [-0.0610, 0.0103, 0.0628], [0.0647, -0.0475, 0.0042], [0.0480, 0.0307, 0.0243], [0.0077, 0.0172, -0.0224], [-0.0174, -0.0990, 0.0163], [0.0587, -0.0755, 0.1163], [-0.0209, 0.0322, -0.0040], [0.0093, 0.0420, 0.0057], [-0.0451, 0.0693, 0.0096], [-0.0014, 0.0399, 0.0167], [-0.0088, 0.0437, -0.0945], [0.0020, -0.0079, 0.0228], [0.0065, -0.0217, -0.0058], [-0.0081, 0.0294, 0.0346], [-0.0388, 0.0024, 0.0192], [-0.0356, -0.0244, -0.0039], [-0.1247, 0.0160, -0.0705], [0.0316, 0.0317, 0.0147], [0.0132, -0.0343, -0.0369], [0.0500, -0.0123, 0.0302], [-0.0865, -0.0631, -0.1163], [0.0126, -0.0281, -0.0339], [0.0034, 0.0172, -0.0064], [0.0202, 0.0416, 0.0079], [-0.0084, -0.0167, -0.0591], [-0.0103, -0.0129, 0.0096]]
}

---

(2)
{
  "formula": "CHClN3O4",
  "method": "ωB97M-V/def2-TZVPD",
  "spin_multiplicity": 1,
  "total_charge": -1,
  "homo_lumo_gap_ev": [7.96, 7.76],
  "e_above_lowest_ev": 0.1379,
  "lumo_ev": [3.586, 3.585],
  "species": ["Cl", "O", "O", "O", "O", "N", "N", "N", "C", "H"],
  "positions_angstrom": [[1.4239, -0.7948, 1.2519], [0.0401, -1.9310, -0.8159], [1.3789, -3.5411, 0.1123], [-0.4327, 1.2763, 1.2270], [-1.6014, 2.8337, 0.1764], [-0.4462, 1.1716, -2.0336], [-0.8136, 1.1546, -0.9427], [-0.8462, 1.8940, 0.1142], [0.7630, -2.6802, -0.2624], [0.5340, 0.6168, 1.1728]],
  "atomic_forces_ev_per_a": [[0.9426, 0.7726, 0.9838], [0.4931, -1.2475, 0.1361], [2.6495, -3.5011, 1.7201], [0.5526, -0.1910, 0.8916], [-1.8582, 1.8806, 0.2954], [0.4278, 0.1557, -0.9075], [-0.6842, -2.3737, -2.2012], [2.6945, 0.1773, 2.3507], [-3.7312, 4.0938, -2.7781], [-1.4865, 0.2333, -0.4908]]
}

---

(3)
{
  "formula": "C5H10O",
  "method": "ωB97M-V/def2-TZVPD",
  "spin_multiplicity": 1,
  "total_charge": 0,
  "homo_lumo_gap_ev": 10.41,
  "e_above_lowest_ev": 3.0581,
  "lumo_ev": 0.968,
  "species": ["O", "C", "C", "C", "C", "C", "H", "H", "H", "H", "H", "H", "H", "H", "H", "H"],
  "positions_angstrom": [[1.7950, -0.8288, 0.9400], [-1.6481, 0.5068, 0.0965], [-0.6901, 1.5493, -0.5380], [-0.4881, -0.4768, 0.2017], [0.7673, 0.1076, 0.7768], [0.3888, 0.4662, -0.6233], [1.2663, -2.6959, -0.2818], [-2.3569, 0.1496, -0.6587], [-0.5851, -1.5547, 0.1498], [0.8183, -3.0990, -0.7180], [-2.2076, 0.7822, 0.9974], [-0.4173, 2.3673, 0.1393], [1.0181, 0.2292, -1.4755], [0.7324, 0.8730, 1.5580], [2.6334, -0.3502, 0.9204], [-1.0265, 1.9743, -1.4847]],
  "atomic_forces_ev_per_a": [[0.1475, 0.0417, 0.1204], [-0.1208, 0.0113, 0.0961], [-0.0177, 0.1747, -0.0732], [-0.1131, -0.2579, 0.0792], [-0.2876, 0.2295, 0.0882], [0.2141, 0.0990, -0.1948], [-0.0220, -0.1214, -0.0931], [0.0899, 0.0509, 0.1864], [0.0854, 0.1947, -0.0733], [0.0946, -0.1067, -0.0331], [0.1685, -0.0211, -0.0425], [-0.0164, -0.0392, -0.1730], [-0.0172, 0.0666, 0.1871], [-0.0793, -0.0866, -0.1153], [-0.1404, -0.1239, -0.0505], [0.0145, -0.1117, 0.0914]]
}

---

| no. | F_max (eV/A) |
| --- | --- |
| 1 | 2.2 |
| 2 | 6.2 |
| 3 | 0.4 |